1.
The following is a quantum chemistry calculation of a 9-piece molecular cluster, C26H48BCl16F3IO9P2S2 overall in a non-equilibrium geometry, from the OMol25 dataset.

The geometry in ORCA input format:
```
! RIJCOSX wB97M-V def2-TZVPD def2/J DEFGRID3
* xyz -1 1
C 3.07837 2.29448 -4.11555
C 1.49559 2.17336 -3.97645
P 1.18584 1.69840 -2.18390
C 1.85894 -0.05308 -2.08005
C -0.64903 1.70025 -1.75476
C -1.33906 0.53309 -2.58511
O -2.37976 0.07135 -2.15480
O -0.81197 0.06638 -3.62411
O -0.73154 1.21772 -0.37637
S -0.57601 2.40178 0.72536
O 0.07993 1.77677 1.86018
O 0.47501 3.61994 0.24003
C -0.41182 4.70288 -0.22386
P -1.95578 4.62915 0.90120
O -3.14936 5.75086 0.53119
I -1.08586 5.35396 3.10596
C -0.65673 4.38306 -1.74860
S -1.38948 5.86905 -2.57261
O -0.94117 5.99280 -3.93362
O -2.81584 5.94276 -2.43698
C -0.72290 7.43894 -1.76792
F 0.60065 7.41370 -1.60696
F -1.37914 7.79507 -0.67740
F -0.95772 8.40446 -2.67030
C -1.42472 3.04007 -2.05789
B -2.05025 2.93829 -3.55843
C -3.60757 2.57989 -3.74314
O -1.32751 3.18567 -4.69591
H 3.36849 2.90143 -4.98591
H 3.43651 2.86070 -3.20184
H 3.57923 1.31640 -4.09958
H 1.12218 3.20411 -4.08429
H 1.08286 1.45942 -4.69913
H 1.04919 -0.80317 -2.02308
H 2.42164 -0.30220 -2.99866
H 2.50545 -0.19860 -1.20287
H 0.14745 5.63267 -0.04016
H -3.21281 6.44535 1.19116
H 0.35958 4.32983 -2.19348
H -2.32852 3.02876 -1.40765
H -3.76906 1.58050 -4.16657
H -4.00243 3.36644 -4.42793
H -4.13469 2.74277 -2.78834
H -1.92252 3.09737 -5.43828
Cl 5.19372 2.04613 -1.37001
C 6.81941 1.35395 -1.54716
C 6.90843 0.28833 -2.61279
Cl 6.00620 -1.18704 -2.18803
H 7.11291 0.96681 -0.57353
H 7.48776 2.17497 -1.80536
H 7.95176 0.00009 -2.74155
H 6.52951 0.63784 -3.57127
Cl 0.35862 5.90516 6.36110
C -0.72315 4.67015 7.05048
C -1.66269 5.24753 8.07994
Cl -0.80884 5.76338 9.55891
H -0.10747 3.87825 7.47004
H -1.29471 4.25338 6.22237
H -2.38670 4.49287 8.38069
H -2.20465 6.10523 7.68833
Cl -1.06279 -0.12971 5.49754
C -0.25812 -0.55685 3.96163
C -0.89578 -1.76098 3.32319
Cl -0.61585 -3.26438 4.25165
H 0.79898 -0.71387 4.16313
H -0.35420 0.30124 3.29739
H -0.47610 -1.92051 2.33490
H -1.96974 -1.62918 3.22054
Cl -1.62842 -3.74353 0.88922
C -2.07316 -5.35657 1.49423
C -2.03861 -6.40623 0.40391
Cl -3.32051 -6.18547 -0.82205
H -3.04765 -5.28140 1.94882
H -1.35345 -5.61117 2.27295
H -2.18560 -7.39800 0.83110
H -1.08093 -6.39365 -0.11164
Cl 4.55150 -3.42744 -1.17329
C 4.81004 -3.99685 0.48727
C 3.52750 -4.51909 1.08693
Cl 2.32688 -3.23016 1.34999
H 5.22608 -3.17406 1.06514
H 5.55100 -4.79506 0.45124
H 3.72982 -4.97320 2.05657
H 3.06817 -5.26954 0.44755
Cl -6.56779 -8.34297 -0.60980
C -7.04091 -8.34868 1.10572
C -6.65672 -7.06976 1.80902
Cl -4.89134 -6.89947 1.98208
H -6.58512 -9.21562 1.57868
H -8.12276 -8.47261 1.13561
H -7.07478 -7.06316 2.81481
H -7.02709 -6.19502 1.27942
Cl 8.17814 -3.89044 -3.66004
C 7.38476 -3.85957 -5.25225
C 8.12104 -2.98685 -6.23864
Cl 8.02180 -1.25858 -5.81479
H 6.35895 -3.52573 -5.11104
H 7.36208 -4.88623 -5.61531
H 7.67840 -3.09512 -7.22777
H 9.17247 -3.25724 -6.30260
Cl -4.98121 0.52480 5.12649
C -5.36134 -1.11027 5.72067
C -5.26428 -2.15092 4.63195
Cl -6.54860 -1.96862 3.41036
H -6.35468 -1.08657 6.16317
H -4.64234 -1.33492 6.50767
H -5.37663 -3.14500 5.06232
H -4.30484 -2.10571 4.12162
*
```

As for the largest force on an atom: 3.0 eV/Å. The electronic energy is -11161.01235 Eh. As for the relative energy (zero: lowest compared OMol25 entry of this formula, charge and spin): 0.0 kJ/mol. Its highest occupied orbital energy is -0.167 Eh.

2.
The following is a quantum chemistry calculation of C26H48Br2InN2O3P2S3 as an isolated structure in a non-equilibrium geometry, from the OMol25 dataset.

The geometry in ORCA input format:
```
! RIJCOSX wB97M-V def2-TZVPD def2/J DEFGRID3
* xyz 3 1
C 9.51796 -0.43144 2.40064
C 9.31455 -1.35577 1.19916
C 7.92297 -1.23499 0.57996
C 7.58576 0.19440 0.12087
C 6.55142 0.23204 -1.00910
C 5.09629 0.52108 -0.56846
C 4.25033 0.74322 -1.82029
C 2.78885 0.35497 -1.70305
N 2.04299 1.24655 -0.70117
C 1.15425 2.17942 -1.44314
C 0.40854 3.14682 -0.54036
C -0.79016 3.72849 -1.27421
C -1.34093 4.96840 -0.60287
C -1.86178 4.66830 0.81263
C -2.78072 5.79597 1.33024
C -4.18451 5.28905 1.66966
C -5.21733 6.41866 1.49884
C 1.31930 0.45356 0.13811
S 1.84153 -0.33941 1.43055
S -0.44777 0.17353 -0.00586
C -0.59898 -1.46930 -0.71080
C -1.53212 -2.30810 0.20921
C -2.83935 -2.68909 -0.50043
C -3.71977 -3.63812 0.29146
P -2.83569 -5.03916 1.08597
S -1.53434 -4.38148 2.43535
C -4.49431 -2.99586 1.47665
O -4.15093 -2.04105 2.15062
N -5.67449 -3.76639 1.66379
C -5.98984 -4.52015 0.43873
Br -5.93323 -6.45628 0.67797
P -7.74429 -4.29450 -0.21358
O -7.63068 -2.77676 -0.74090
Br -8.82679 -4.25183 1.70808
C -4.95371 -3.99677 -0.57026
C -4.74986 -4.77183 -1.85440
C -4.84088 -3.88537 -3.07715
O -5.47566 -2.84894 -3.08678
H 10.29757 -0.77891 3.06981
H 8.55154 -0.34364 2.93236
H 9.82769 0.55691 2.00005
H 10.03378 -1.10728 0.42973
H 9.45911 -2.37903 1.52040
H 7.15971 -1.55175 1.29141
H 7.86008 -1.89351 -0.27605
H 7.24056 0.78922 0.96801
H 8.50549 0.61125 -0.28256
H 6.51391 -0.71623 -1.52900
H 6.80656 1.02719 -1.69966
H 4.74372 -0.36884 -0.04854
H 5.09032 1.38649 0.08367
H 4.29994 1.78042 -2.13260
H 4.65855 0.14166 -2.62721
H 2.32947 0.45957 -2.67953
H 2.66870 -0.68332 -1.41628
H 0.43530 1.64794 -2.07102
H 1.78139 2.74596 -2.12010
H 0.10195 2.64751 0.37839
H 1.05103 3.97493 -0.25752
H -0.52916 3.94222 -2.30876
H -1.56721 2.96270 -1.31628
H -0.58032 5.73835 -0.50565
H -2.16322 5.37278 -1.18047
H -2.42469 3.73918 0.73569
H -1.03840 4.48131 1.49609
H -2.33716 6.31304 2.17170
H -2.89530 6.51623 0.52721
H -4.46443 4.51259 0.96472
H -4.23799 4.91497 2.68543
H -4.98777 7.21161 2.20059
H -5.10740 6.82478 0.50095
H -6.21074 6.02563 1.66055
H -1.04523 -1.36932 -1.69714
H 0.37238 -1.92610 -0.83674
H -0.96128 -3.22364 0.42329
H -1.74489 -1.78561 1.12831
H -2.62252 -3.05280 -1.49983
H -3.41270 -1.77005 -0.61536
H -3.80599 -5.79497 1.76013
H -2.22091 -5.85638 0.12867
H -6.40169 -3.05611 1.75858
H -8.17404 -2.69631 -1.53216
H -5.38278 -3.01890 -0.79314
H -3.82109 -5.33337 -1.88574
H -5.54322 -5.50702 -1.97370
H -4.32616 -4.22151 -3.98953
In 8.57087 1.48824 3.56322
*
```

As for the largest force on an atom: 2.8 eV/Å. The electronic energy is -8569.03163 Eh. Its highest occupied orbital energy is -0.551 Eh.

3.
The following is a quantum chemistry calculation of C26H48Cl3GaN5O3PSi as an isolated structure in a non-equilibrium geometry, from the OMol25 dataset.

The geometry in ORCA input format:
```
! RIJCOSX wB97M-V def2-TZVPD def2/J DEFGRID3
* xyz 0 1
C 0.35002 6.04350 -1.80882
C -0.58496 4.93138 -1.40753
H -0.18650 7.00739 -1.69111
H 0.76248 6.02864 -2.85619
H 1.15226 6.05416 -1.11107
C -1.71210 4.72762 -2.11791
C -2.13190 5.66381 -3.17667
H -2.38949 3.88996 -1.87607
H -1.36143 5.69206 -3.99989
H -2.18486 6.69563 -2.79440
H -3.09112 5.41551 -3.60607
Ga 1.41589 -1.38200 -0.49501
Cl 1.74355 -0.87487 1.72763
Cl 3.30596 -1.59659 -1.56924
H 4.32328 -5.64546 1.48827
H 5.55651 -3.26138 3.29671
C 4.51804 -4.75995 0.87296
C 5.38328 -2.89063 2.26946
N 4.28069 -3.55307 1.62727
H 3.85957 -4.80933 -0.00088
C 3.04509 -3.46395 2.21162
O 2.10764 -4.30260 2.04886
H 5.19298 -1.81749 2.35159
H 2.96129 -2.56363 2.82319
H 5.56477 -4.75414 0.54353
H 6.30364 -3.05482 1.70056
H 0.25336 -0.26803 -4.30290
H -2.61688 0.67282 -3.77663
C -0.30201 -1.19877 -4.11942
C -2.63709 -0.43263 -3.67853
N -1.37664 -0.97151 -3.10760
H 0.37629 -1.97753 -3.74670
C -1.38119 -1.64217 -1.95198
O -0.27193 -2.01197 -1.39275
H -3.50477 -0.65127 -3.02292
H -2.37600 -1.93284 -1.49395
H -0.74050 -1.53597 -5.07201
H -2.85522 -0.85302 -4.69289
O 0.60543 3.50629 -1.46729
C -0.22876 3.89449 -0.32647
C -1.82961 2.01666 -0.73931
C -1.18858 2.83914 0.19495
H -1.45083 2.00439 -1.74392
C -2.94136 1.25177 -0.34899
H 0.41027 4.26850 0.53459
C -1.43686 2.58901 1.58449
H -3.52055 0.74498 -1.10511
C -3.31418 1.13903 1.01046
C -2.45934 1.73626 1.95583
H -0.77494 3.04312 2.31562
H -4.24282 0.61648 1.27022
H -2.60591 1.53026 3.00573
Si 2.40289 3.28259 -1.64721
Cl 0.38562 0.50393 -0.70489
C 3.19053 2.09331 -2.97187
C 3.15041 2.61153 -0.02786
C 2.99682 5.01226 -1.80520
H 2.48622 1.41260 -3.46917
H 3.98475 1.43796 -2.55107
H 3.70878 2.68534 -3.74421
H 2.43967 5.52602 -2.61301
H 4.05647 4.99797 -2.02347
H 2.85199 5.57187 -0.85128
H 2.46815 2.76555 0.80296
H 4.06071 3.16728 0.18081
H 3.42311 1.54205 -0.02818
C -3.05602 -4.67285 2.16897
N -1.60453 -4.45390 1.91169
C -0.85371 -4.39125 3.16485
N -1.39100 -3.34794 4.07853
C -2.80912 -3.61116 4.32605
N -3.62242 -3.65184 3.07201
C -3.69095 -2.34001 2.43131
P -2.00993 -1.71906 1.89872
C -1.36160 -3.28026 1.08466
C -1.15372 -2.00082 3.53450
H -3.17193 -5.65323 2.65834
H -3.61675 -4.66085 1.21750
H 0.19872 -4.18444 2.92302
H -0.94089 -5.35867 3.67778
H -3.22861 -2.83821 4.98796
H -2.89892 -4.60429 4.79786
H -4.34553 -2.40036 1.54695
H -4.14141 -1.60796 3.12155
H -0.27333 -3.15825 0.92432
H -1.82486 -3.40574 0.09005
H -1.50362 -1.23423 4.24161
H -0.07992 -1.83225 3.36209
*
```

As for the largest force on an atom: 6.0 eV/Å. The electronic energy is -5455.21906 Eh. As for the relative energy (zero: lowest compared OMol25 entry of this formula, charge and spin): 460.3 kJ/mol. Its highest occupied orbital energy is -0.264 Eh.

4.
The following is a quantum chemistry calculation of C26H48I2N9P2S3Sm as an isolated structure in a non-equilibrium geometry, from the OMol25 dataset.

The geometry in ORCA input format:
```
! RIJCOSX wB97M-V def2-TZVPD def2/J DEFGRID3
* xyz 4 6
Sm -1.11772 -0.30605 0.15800
I -2.32544 -3.59472 0.72500
C -2.08451 -4.22749 -1.31141
I -1.29744 -2.64995 -2.51868
H -3.05653 -4.50799 -1.69732
H -1.39096 -5.06032 -1.32563
N -0.46716 2.98608 2.20716
C -1.74980 2.56842 2.24372
N -2.18336 1.47615 1.63064
C -3.55955 1.32355 1.83627
C -4.13338 2.29571 2.57493
S -2.96814 3.45495 3.08392
C -4.26732 0.22661 1.19576
C -5.49272 -0.23240 1.54271
S -6.08301 -1.33496 0.37942
C -4.61347 -1.16055 -0.50189
N -3.72348 -0.35064 0.04693
N -4.40647 -1.81920 -1.69021
H 0.24890 2.33104 1.95427
H -0.18972 3.75921 2.79126
H -5.17219 2.40668 2.84175
H -6.08025 0.03320 2.40765
H -5.19053 -2.39781 -1.96813
H -4.12413 -1.21488 -2.44799
C 3.57919 0.40946 -4.23312
N 3.02842 1.74616 -3.70800
C 4.01669 2.27832 -2.65847
N 4.21348 1.31049 -1.63852
C 4.72598 0.05756 -2.18798
N 3.77781 -0.48950 -3.15398
C 2.55798 -0.98618 -2.54875
P 1.59478 0.38416 -1.68854
C 1.65652 1.57544 -3.14015
C 3.06202 1.12134 -0.77735
H 4.52491 0.62701 -4.72944
H 2.87051 0.01323 -4.95986
H 2.98219 2.41440 -4.48142
H 3.60967 3.20323 -2.25016
H 4.95219 2.49387 -3.17445
H 4.89186 -0.65778 -1.38387
H 5.68152 0.24111 -2.67969
H 2.80887 -1.76466 -1.82727
H 1.92151 -1.43759 -3.31354
H 1.27508 2.54676 -2.82424
H 0.99235 1.20286 -3.91942
H 3.33605 0.45237 0.03788
H 2.77004 2.08057 -0.34205
C -3.59309 3.58384 -1.63741
N -3.71384 2.69162 -2.78056
C -4.71343 2.78005 -3.73150
C -4.50996 1.79442 -4.62994
N -3.38968 1.11032 -4.20554
C -2.90328 1.66615 -3.07949
S -1.44395 1.19710 -2.28806
H -3.59410 4.61805 -1.97554
H -2.66330 3.37440 -1.11748
H -4.43565 3.43617 -0.96322
H -5.47920 3.53703 -3.70150
H -5.05783 1.53688 -5.52005
H -2.94605 0.35486 -4.70221
C 1.81915 1.11575 3.86261
C 2.42850 -0.12495 3.20512
C 3.77955 0.22362 2.58288
P 1.17089 -1.00104 2.12415
C 2.20023 -2.31016 1.26998
C 2.85789 -3.31658 2.21137
C 1.38167 -3.02426 0.19200
C 0.12275 -1.93453 3.38180
C -1.20286 -1.20186 3.63523
C 0.77394 -2.25290 4.72946
H 2.39593 1.38211 4.74896
H 0.78428 0.97231 4.17831
H 1.86686 1.96723 3.17974
H 2.61669 -0.87339 3.97402
H 3.72871 1.12247 1.96749
H 4.22069 -0.59372 2.01245
H 4.47155 0.44557 3.39679
H 2.98810 -1.73823 0.76621
H 2.11053 -3.91355 2.73372
H 3.50317 -2.83561 2.94577
H 3.47953 -4.00301 1.63408
H 0.68584 -3.73179 0.64145
H 2.03552 -3.58809 -0.47578
H 0.82109 -2.29927 -0.41762
H -0.09907 -2.88433 2.88062
H -1.03620 -0.25189 4.14311
H -1.83697 -1.81111 4.28083
H -1.77223 -1.00741 2.71731
H 0.90027 -1.35660 5.33767
H 1.73346 -2.75631 4.64002
H 0.11273 -2.92663 5.27702
*
```

As for the largest force on an atom: 1.5 eV/Å. The electronic energy is -4641.73592 Eh. The expectation value of S² is 8.7642. Its highest occupied orbital energy (alpha / beta) is -0.649 / -0.649 Eh.

5.
The following is a quantum chemistry calculation of C26H48IN6O5P2W as an isolated structure in a non-equilibrium geometry, from the OMol25 dataset.

The geometry in ORCA input format:
```
! RIJCOSX wB97M-V def2-TZVPD def2/J DEFGRID3
* xyz 3 3
W 0.48598 -1.45506 -0.43692
C -3.43492 0.67398 -0.68041
C -3.13608 0.40777 -2.15404
C -3.34563 1.66105 -2.99523
C -1.79189 -0.24931 -2.35484
C -1.52651 -1.50518 -1.81323
C -0.48621 -2.31255 -2.36643
C 0.41627 -1.77438 -3.26571
C 1.43138 -2.60501 -3.96621
C 0.27530 -0.39292 -3.61542
C -0.81813 0.31189 -3.22904
H -4.39086 1.19113 -0.59310
H -2.66735 1.31207 -0.24162
H -3.49884 -0.24700 -0.10371
H -3.84621 -0.35371 -2.49946
H -2.69658 2.47507 -2.66021
H -4.37665 1.99621 -2.89034
H -3.17262 1.49082 -4.05886
H -2.31574 -2.01682 -1.27319
H -0.58603 -3.38320 -2.28400
H 1.22369 -2.56385 -5.03961
H 1.40392 -3.64845 -3.66566
H 2.43542 -2.19837 -3.82346
H 1.00569 0.04828 -4.28322
H -0.97224 1.30726 -3.61986
C -3.32736 -0.23242 2.62598
N -2.31733 0.83094 2.49056
C -2.57444 2.01351 3.34119
P -0.80526 0.57350 2.02332
O -0.74256 -0.58140 1.04578
O -0.31113 1.90678 1.29216
P 0.47356 2.01772 -0.10043
O 0.67198 0.64895 -0.69711
N 1.88283 2.71586 0.30138
C 1.76853 4.02233 0.99504
C 3.03703 2.68773 -0.63136
N -0.51829 2.92124 -1.01071
C 0.11071 3.42190 -2.25449
C -1.48800 3.88671 -0.44708
N 0.24731 0.45098 3.26502
C 1.22791 1.50925 3.59886
C -0.27317 -0.22997 4.47514
H -3.39257 -0.56371 3.66547
H -3.08437 -1.07391 1.98512
H -4.29801 0.16339 2.32974
H -2.63041 1.73536 4.39420
H -3.52447 2.45334 3.04257
H -1.79874 2.76808 3.21048
H 0.91364 4.04244 1.66904
H 1.68134 4.84262 0.27921
H 2.66982 4.17626 1.58595
H 3.07088 1.75519 -1.18476
H 3.94939 2.78124 -0.04160
H 2.99613 3.52835 -1.32551
H 0.80540 2.68624 -2.66218
H 0.64306 4.35916 -2.07949
H -0.66838 3.60333 -2.99417
H -1.01936 4.85612 -0.26969
H -1.92130 3.51561 0.47696
H -2.29262 4.01867 -1.16901
H 2.00366 1.06597 4.22205
H 0.75918 2.31884 4.16216
H 1.69527 1.90536 2.70168
H -1.06413 -0.93133 4.22067
H -0.66082 0.49817 5.18850
H 0.53133 -0.79189 4.94648
N 1.88044 -1.25721 1.31884
C 3.17265 -0.49833 1.18749
C 4.04765 -1.06191 0.05364
C 3.14917 -1.09737 -1.13492
O 3.05875 -0.28382 -2.00270
O 2.22410 -2.12856 -1.00760
H 1.35619 -0.87129 2.10659
H 2.10361 -2.22090 1.56145
H 3.70876 -0.55630 2.13288
H 2.91928 0.54131 0.99706
H 4.37869 -2.06753 0.31432
H 4.91068 -0.42780 -0.12852
I -1.24349 -3.44355 2.46534
C -0.18114 -4.40907 0.98889
C -0.14481 -5.78993 1.10386
C 0.54603 -6.53477 0.16885
C 1.19343 -5.86659 -0.85369
C 1.12135 -4.49558 -0.90091
N 0.44108 -3.73408 -0.00721
H -0.65908 -6.26527 1.92648
H 0.57968 -7.61463 0.24347
H 1.75697 -6.39414 -1.61061
H 1.63865 -3.96894 -1.67635
*
```

As for the largest force on an atom: 1.3 eV/Å. The electronic energy is -2771.07940 Eh. The expectation value of S² is 2.0165. As for the relative energy (zero: lowest compared OMol25 entry of this formula, charge and spin): 103.4 kJ/mol. Its highest occupied orbital energy (alpha / beta) is -0.629 / -0.630 Eh.